No. 1
Computed, not measured: a structure of composition C24H29BMnN7OS6 at a distorted geometry, with ωB97M-V/def2-TZVPD.

Last column: Mulliken charge in e.
Element x y z (Å)
Mn: 0.44478 0.07222 -0.54863  0.356
C: 3.44958 2.13313 -0.98426  -1.169
C: 3.06457 1.81262 0.42157  0.458
C: 3.75724 2.00773 1.62752  -1.459
C: 2.90002 1.56772 2.61923  0.865
C: 3.11405 1.49680 4.09499  -1.255
N: 1.76995 1.14318 2.02208  0.353
N: 1.87657 1.28466 0.68483  0.209
B: 0.46020 0.60979 2.65860  -0.380
N: 0.38103 -0.90339 2.39443  0.673
N: 0.48668 -1.38095 1.13590  0.814
C: 0.40011 -2.70339 1.20063  0.424
C: 0.46390 -3.56179 -0.01758  -1.122
C: 0.24563 -3.09122 2.54091  -1.664
C: 0.23396 -1.91706 3.26723  1.069
C: 0.10087 -1.73202 4.74356  -1.311
N: -0.72245 1.34138 1.98453  0.348
N: -0.78373 1.46841 0.64062  0.510
C: -1.75065 2.32631 0.35610  0.152
C: -1.99174 2.75445 -1.05170  -1.038
C: -2.35795 2.75462 1.54671  -1.396
C: -1.67694 2.10394 2.55626  0.967
C: -1.90968 2.17996 4.02888  -1.404
H: 3.52537 3.21339 -1.12897  0.308
H: 4.40713 1.68076 -1.24296  0.300
H: 2.69103 1.73903 -1.65892  0.110
H: 4.74828 2.41170 1.75627  0.450
H: 4.09269 1.90099 4.34788  0.360
H: 2.35443 2.06227 4.63645  0.231
H: 3.06725 0.46119 4.43739  0.186
H: 0.45736 0.82357 3.83247  -0.184
H: 0.45580 -2.93786 -0.90747  -0.022
H: 1.37968 -4.15490 -0.01905  0.304
H: -0.39300 -4.23592 -0.05790  0.284
H: 0.15128 -4.09440 2.92360  0.454
H: -0.03042 -2.70395 5.21581  0.358
H: 0.99113 -1.25818 5.16137  0.205
H: -0.75589 -1.10375 4.99092  0.200
H: -1.53613 2.04035 -1.73966  0.087
H: -3.05661 2.83760 -1.26622  0.288
H: -1.54175 3.73487 -1.22519  0.275
H: -3.19201 3.42972 1.64755  0.451
H: -2.78866 2.79210 4.22136  0.394
H: -2.08097 1.18745 4.44848  0.192
H: -1.05474 2.62182 4.54363  0.246
O: 0.71734 0.35468 -2.62582  -0.500
N: 1.26302 -0.52284 -3.43029  0.286
C: 0.81410 -0.57407 -4.69885  -0.367
C: 1.32991 -1.45206 -5.61487  -0.903
C: 2.36179 -2.30604 -5.21568  -0.121
C: 2.81668 -2.24504 -3.92198  -0.876
C: 2.26218 -1.35254 -2.98293  0.420
S: 2.76112 -1.27336 -1.36355  -0.339
H: 0.01874 0.12155 -4.91814  0.596
H: 0.93254 -1.46685 -6.61917  0.409
H: 2.78910 -3.01230 -5.91624  0.373
H: 3.61184 -2.88533 -3.57039  0.410
C: -3.11753 -1.99472 -4.36335  -0.746
S: -2.86586 -0.21713 -4.07432  -0.100
C: -3.65143 -0.00276 -2.52275  0.178
C: -3.17100 -0.43881 -1.32532  -0.349
S: -1.81149 -1.42803 -1.02834  -0.229
S: -4.22270 -0.02134 0.04263  -0.021
C: -5.41787 0.89261 -0.81001  0.047
S: -6.67821 1.66565 -0.08255  -0.293
S: -5.13904 0.92474 -2.51376  -0.159
H: -2.50910 -2.25429 -5.22919  0.330
H: -4.16908 -2.18629 -4.56614  0.302
H: -2.77233 -2.54039 -3.48823  0.183

The calculation puts the highest occupied orbital energy (spin up / spin down) at -4.478 / -4.507 eV. The largest force on an atom comes out at 1.94 eV Å⁻¹. As for the multiplicity: 2. As for the total charge: -1. The value obtained for the orbital gap (spin up / spin down) is 6.9805 / 7.0095 eV.

No. 2
Computed, not measured: an isolated molecule of C18H39NO2 at a distorted geometry, with ωB97M-V/def2-TZVPD.

Last column: Mulliken charge in e.
Element x y z (Å)
C: -6.43290 -3.60748 -1.15918  -1.287
C: -5.25456 -3.08960 -0.34356  -0.387
C: -5.47206 -1.65031 0.11773  -0.524
C: -4.29068 -1.12779 0.93163  -0.497
C: -4.53273 0.25732 1.53323  -0.895
C: -4.77286 1.37344 0.51367  -0.947
C: -3.64447 1.58118 -0.49747  -0.712
C: -2.32302 1.99507 0.14596  -0.140
C: -1.25988 2.30705 -0.90490  -0.789
C: 0.03139 2.87386 -0.31310  -0.907
C: 0.76715 1.94065 0.65090  -0.769
C: 1.18281 0.59385 0.05586  -0.532
C: 2.08941 0.68446 -1.17315  -0.813
C: 3.39036 1.46386 -0.96918  -0.767
C: 4.29460 0.92479 0.13997  -1.102
C: 4.85987 -0.46635 -0.15977  -0.118
O: 5.52882 -0.49638 -1.40603  -0.695
C: 5.80469 -0.91439 0.98219  -0.088
N: 6.97646 -0.04429 0.98313  -0.644
C: 6.19408 -2.39810 0.80907  -0.789
O: 6.99850 -2.59150 -0.32485  -0.595
H: -6.26017 -4.63372 -1.47532  0.391
H: -7.34636 -3.57948 -0.56880  0.318
H: -6.58139 -2.99550 -2.04645  0.322
H: -5.10805 -3.73096 0.52884  0.316
H: -4.34510 -3.14132 -0.94703  0.326
H: -6.37846 -1.60098 0.72632  0.287
H: -5.62529 -1.01892 -0.75918  0.279
H: -3.39776 -1.10949 0.30436  0.119
H: -4.09473 -1.82465 1.75127  0.465
H: -3.67710 0.52064 2.15839  0.356
H: -5.40659 0.20497 2.18817  0.430
H: -4.92427 2.30627 1.06353  0.434
H: -5.69618 1.16703 -0.03122  0.376
H: -3.49487 0.67002 -1.07928  0.284
H: -3.95496 2.36273 -1.19649  0.427
H: -2.48692 2.87987 0.76640  0.242
H: -1.96854 1.19235 0.79244  0.123
H: -1.66349 3.04403 -1.60479  0.472
H: -1.04119 1.40442 -1.47821  0.198
H: 0.70012 3.14380 -1.13280  0.289
H: -0.20797 3.79498 0.22532  0.497
H: 0.13180 1.74968 1.51838  0.468
H: 1.65509 2.46090 1.01616  0.395
H: 1.68644 0.01693 0.83509  0.389
H: 0.28824 0.03324 -0.22288  0.286
H: 1.53911 1.15652 -1.98940  0.346
H: 2.33047 -0.32978 -1.49784  0.464
H: 3.94320 1.44354 -1.91134  0.523
H: 3.15844 2.50694 -0.74774  0.296
H: 3.75154 0.88498 1.08358  0.336
H: 5.14264 1.60120 0.27451  0.529
H: 4.04772 -1.19441 -0.25193  0.364
H: 6.18934 0.20749 -1.38126  0.439
H: 5.26954 -0.79649 1.92910  0.514
H: 7.64528 -0.41471 0.30987  0.284
H: 7.43285 -0.07158 1.88758  0.266
H: 6.78920 -2.73193 1.66501  0.401
H: 5.28392 -3.01393 0.75844  0.325
H: 6.53945 -2.17400 -1.07294  0.423

The calculation puts the highest occupied orbital energy at -9.316 eV. The value obtained for the energy above the lowest of the compared OMol25 structures with the same formula, charge and spin is 0.139 eV. The largest force on an atom comes out at 1.08 eV Å⁻¹. Its structure (SMILES) is CCCCCCCCCCCCCCC[C@@H](O)[C@H](N)CO. The value obtained for the orbital gap is 10.1487 eV.